Entry 1:
A 2-piece molecular cluster, C15H18ClO6S overall, computed with ωB97M-V with the def2-TZVPD basis set.

Geometry (Å):
C  -4.73262  0.53651  2.56859
C  -3.71229  -0.55869  2.43790
O  -2.50325  0.00380  1.88656
C  -1.41707  -0.73471  2.18982
C  -0.14467  -0.09272  1.80919
C  0.86720  -0.40772  2.59810
C  2.12720  0.35108  2.60390
O  2.31403  1.33836  1.91392
O  3.02865  -0.17662  3.47033
C  4.27725  0.53501  3.55914
C  5.11284  -0.16915  4.59694
O  -1.46421  -1.81143  2.77270
H  -5.72074  0.09822  2.71872
H  -4.51075  1.14488  3.44811
H  -4.74901  1.18988  1.69366
H  -3.50300  -0.99095  3.41965
H  -4.06956  -1.35128  1.76386
H  -0.13181  0.67686  1.04837
H  0.81803  -1.25012  3.28175
H  4.78042  0.50322  2.58475
H  4.11460  1.57979  3.85852
H  6.08209  0.32252  4.69856
H  4.62935  -0.16670  5.57867
H  5.28350  -1.20974  4.31343
Cl  -0.33204  -2.27649  -0.43783
C  -0.11665  -0.87979  -1.32513
S  -1.39320  -0.37212  -2.39588
C  -0.66574  0.07066  -4.00124
C  -0.16035  1.35290  -4.22160
C  0.27426  1.72479  -5.50034
C  0.21755  0.81327  -6.55946
C  -0.26240  -0.47808  -6.32958
C  -0.69107  -0.85234  -5.05297
O  -2.20172  -1.50294  -2.79143
O  -1.99724  0.82934  -1.85768
H  0.88593  -0.62571  -1.68508
H  -0.13046  2.05931  -3.39329
H  0.64218  2.73892  -5.66543
H  0.54023  1.10493  -7.55889
H  -0.32071  -1.20432  -7.14237
H  -1.06476  -1.86261  -4.89696

Forces on the atoms, in the same order (eV/Å):
-0.0929 0.3889 0.1578
-0.2373 -0.1543 -0.3485
0.2737 -0.5534 0.6412
-0.3022 -1.6705 0.0252
-0.3822 0.5327 0.3203
0.8491 -0.3215 0.4335
-0.1620 0.7128 -1.1814
0.4571 -0.7573 0.9366
0.0618 0.6043 -0.2301
0.1090 -0.0626 0.0530
0.0894 -0.2655 0.2539
-0.2569 1.2940 -0.4634
-0.0135 0.0324 -0.0725
-0.0119 0.1124 -0.0888
-0.0493 -0.1623 0.0079
0.0648 -0.0961 -0.2524
0.2582 0.1550 0.1901
0.0532 -0.0189 0.0455
-0.2726 0.2161 -0.0038
-0.2276 0.1826 0.1336
-0.1630 -0.2391 -0.3083
-0.0196 0.0074 -0.0423
-0.0086 0.0479 -0.1461
0.0101 0.0516 0.0050
-0.2212 -2.0575 0.7149
0.0972 2.7702 -2.0226
2.3440 -0.9119 0.7644
0.2604 0.4402 0.0472
0.0181 -0.0718 -0.2783
-0.0190 -0.1706 0.1002
-0.0607 0.0370 0.2443
0.0049 0.0947 0.3321
0.0260 0.0541 -0.2089
-1.3163 -0.3447 0.3575
-0.5825 0.2532 -0.6738
-0.4142 -0.2520 0.1526
-0.0961 -0.1222 -0.1983
-0.0601 -0.2731 0.0113
-0.0631 -0.0226 0.2283
0.0629 0.2198 0.1890
-0.0069 0.3209 0.1739

Its LUMO energy is 2.72 eV. Its charge is -1. For the molar mass, the calculation gives 361.82 g mol⁻¹. The value obtained for the energy relative to the best compared isomer or geometry (same formula, charge and spin) is 0.00 kJ/mol. The energy comes out at -1892.1781 Ha. Its HOMO energy is -0.0968 Ha.

***

Entry 2:
A 2-piece molecular cluster, C15H18F3N4O7S3 overall, computed with ωB97M-V with the def2-TZVPD basis set.

Geometry (Å):
C  3.24988  2.23915  0.61308
C  3.47208  1.07749  0.48381
C  3.88554  -0.31011  0.29889
C  5.15973  -0.43605  -0.54595
C  4.96169  -0.34768  -2.08279
C  3.60651  0.13070  -2.50253
N  3.47434  1.42271  -2.80749
N  2.27112  1.84498  -3.12723
C  1.29775  0.93866  -3.10875
S  -0.28762  1.58234  -3.52315
C  -1.42275  0.27509  -3.03499
C  -2.35376  0.73663  -1.93378
O  -2.80421  1.84979  -1.88680
O  -2.69290  -0.23978  -1.06906
C  -2.64466  0.13997  0.31265
C  -1.21711  0.19638  0.89975
C  -0.64839  1.62901  0.84380
O  -0.28139  -0.61735  0.14252
C  -0.40200  -1.94730  0.39505
O  -1.39957  -2.58631  0.22509
C  0.85720  -2.61073  0.90610
S  1.86645  -3.33218  -0.42825
N  1.42625  -0.36023  -2.85512
N  2.63479  -0.77657  -2.54057
H  3.11320  3.28603  0.75134
H  3.06100  -0.92216  -0.06441
H  4.12010  -0.68414  1.29884
H  5.62530  -1.38451  -0.28953
H  5.84034  0.35262  -0.23405
H  5.08890  -1.34907  -2.49062
H  5.71786  0.27333  -2.55334
H  -2.02464  0.03476  -3.90991
H  -0.93029  -0.64244  -2.73292
H  -3.18217  -0.61270  0.87453
H  -3.17474  1.06649  0.49980
H  -1.24382  -0.12561  1.93756
H  -1.40826  2.34545  0.55197
H  -0.20291  1.90383  1.79420
H  0.11454  1.65547  0.06577
H  0.54082  -3.43788  1.52998
H  1.47786  -1.91876  1.46664
H  1.40343  -2.66236  -1.49032
C  -6.22768  1.13886  3.69985
F  -5.57938  2.22734  4.15230
F  -7.31186  0.97284  4.47497
F  -6.66451  1.42576  2.46151
S  -5.14713  -0.35321  3.71373
O  -4.78688  -0.48298  5.10725
O  -4.06254  0.04016  2.83159
O  -6.01131  -1.38875  3.19794

Forces on the atoms, in the same order (eV/Å):
-0.1106 1.0766 0.1856
0.2067 -0.7783 -0.3713
0.0757 0.0783 0.5729
-0.1368 0.1970 -0.1192
-0.0400 -0.4617 0.0474
0.6254 -0.0848 0.1609
-0.6841 0.1577 -0.2781
0.7501 -0.1454 0.1359
-1.0986 -0.1421 -0.0350
0.2381 0.3183 0.0130
-0.2935 -0.5543 0.0108
-0.6689 0.2690 0.1157
0.3310 0.1047 0.0515
1.0172 0.2673 -0.2518
-0.5018 -0.8980 0.9935
-0.3081 1.5326 -0.9545
0.1464 -0.5154 -0.3302
0.2110 -0.4041 0.6191
-0.0995 -0.5646 -0.1925
-0.1000 0.2884 0.0937
0.1447 0.2342 -0.2617
0.1168 -0.3882 -0.0776
0.6931 -0.1156 0.1493
-0.4484 0.3373 -0.2487
-0.1512 -0.0933 -0.0434
0.0787 -0.0396 -0.1445
-0.0253 -0.1591 0.0032
0.0796 -0.0852 -0.1266
0.0653 0.0311 0.0798
-0.0987 -0.0608 -0.0802
0.0275 0.1933 0.1018
-0.0995 0.0187 -0.0473
0.3077 0.0889 -0.0299
-0.2345 -0.1798 -0.3463
0.0469 0.1814 -0.1562
-0.1594 -0.3169 0.0013
-0.1358 0.0976 0.2189
0.0941 0.1489 0.0212
0.1757 0.0993 0.0671
0.0177 -0.0590 0.1014
-0.0518 0.1222 0.0845
-0.0955 0.1705 0.1582
-0.0059 0.0413 -0.0116
0.0020 0.0032 -0.0001
-0.0113 -0.0005 0.0088
0.0007 0.0037 -0.0093
0.1101 -0.3211 0.1398
0.0132 0.1241 0.0306
0.0573 0.1200 0.0410
-0.0733 0.0621 -0.0912

Its LUMO energy is 0.71 eV. Its charge is -1. For the molar mass, the calculation gives 519.53 g mol⁻¹. The energy comes out at -2822.2193 Ha. Its HOMO energy is -0.2211 Ha.

***

Entry 3:
C15H18F3N7 in the gas phase, computed with ωB97M-V with the def2-TZVPD basis set.

Geometry (Å):
C  -1.38783  -3.12689  0.54033
C  -1.80522  -2.64117  -0.82559
N  -2.93599  -1.69520  -0.77088
C  -2.83606  -0.34009  -0.87444
N  -1.63975  0.17471  -0.89419
C  -1.51495  1.47436  -1.06096
N  -0.30883  2.07498  -0.95948
C  0.87189  1.59102  -0.31011
C  1.29355  0.27345  -0.08963
C  2.52841  0.42218  0.66819
C  3.41856  -0.68545  1.11257
C  3.65336  -0.55848  2.58037
C  4.73578  -0.62642  0.30434
C  2.82684  -1.98999  0.92510
N  2.36539  -3.04748  0.70234
N  2.83054  1.67030  0.88325
N  1.84701  2.38615  0.25801
C  1.90540  3.84984  0.09479
N  -2.51728  2.28200  -1.35914
C  -3.74803  1.79602  -1.30879
C  -3.94092  0.48848  -1.02222
C  -5.36005  0.01867  -1.03431
F  -5.57321  -0.94631  -0.11423
F  -6.27375  0.98207  -0.77504
F  -5.68146  -0.48330  -2.26598
H  -2.20327  -3.45453  1.17157
H  -0.69636  -4.00102  0.48341
H  -0.89542  -2.28452  1.06333
H  -2.11619  -3.52030  -1.43508
H  -0.91867  -2.21054  -1.32203
H  -3.88363  -2.03951  -0.67642
H  -0.41183  3.05195  -1.04977
H  0.78277  -0.65182  -0.35428
H  4.38376  -1.31231  2.94081
H  2.75455  -0.67711  3.15982
H  4.04230  0.40583  2.83706
H  4.44876  -0.84912  -0.73699
H  5.47259  -1.36815  0.64349
H  5.22901  0.36697  0.29654
H  2.71156  4.06700  -0.62938
H  2.10579  4.36732  1.05170
H  1.00173  4.28204  -0.32822
H  -4.56087  2.48434  -1.51984

Forces on the atoms, in the same order (eV/Å):
1.0332 -0.0278 0.6877
-0.3756 -0.6758 -0.4470
-0.0452 0.3984 -0.2109
-0.0386 -1.8164 -0.1146
2.0032 -0.0839 0.3503
-1.1349 -0.9008 -0.1004
2.4535 -0.3082 0.8880
0.2949 -1.3975 0.1606
0.5608 0.6977 0.5951
-2.5444 -0.6417 -1.6170
1.0688 0.6424 0.1518
1.1720 -0.5570 1.6559
0.2424 -0.0047 -0.7798
-1.8140 -3.4504 -1.4763
1.2239 2.7763 0.7535
-0.2753 1.1455 -0.7378
-1.6638 0.7792 -0.3528
1.2183 -0.2235 0.1848
-0.0312 1.8337 -0.0951
1.2268 0.5960 -0.1993
-2.5708 -0.1143 0.2299
-0.0397 -0.0520 -0.3560
-0.1979 -0.2418 -0.2081
0.5284 -0.2146 -0.1623
-0.1012 -0.0958 0.6861
-0.4850 0.0153 -0.0494
-0.2487 0.8456 -0.0996
-0.0453 -0.5584 -0.0752
0.0161 0.6943 0.2241
-0.7223 0.1495 0.0783
0.5146 -0.2824 -0.0635
0.0709 1.0343 -0.1221
0.2537 0.5206 0.0814
-0.3985 0.3150 -0.2440
-0.5232 -0.1599 0.1084
0.3175 0.6422 -0.0615
0.4096 0.0264 0.2590
-0.3489 0.1013 -0.0463
-0.6053 -0.4648 0.3360
-0.2300 0.0943 0.4639
-0.0235 -0.4764 -0.4626
-0.2002 -0.4121 0.1357
0.0549 -0.1481 0.0511

Its LUMO energy is 0.61 eV. The SMILES is CCNc1nc(Nc2cc(C(C)(C)C#N)nn2C)ncc1C(F)(F)F. For the molar mass, the calculation gives 353.35 g mol⁻¹. The value obtained for the energy relative to the best compared isomer or geometry (same formula, charge and spin) is 0.00 kJ/mol. The energy comes out at -1265.3043 Ha. Its HOMO energy is -0.3127 Ha.